Density functional theory data (ωB97M-V/def2-TZVPD) for a gas-phase ion, C3H9NS (charge -1) at a distorted geometry.

Geometry as XYZ:
```
14
C3H9NS, DFT ωB97M-V/def2-TZVPD
C -0.95 -0.64 2.26
S -1.31 0.42 0.85
H -1.84 -1.24 2.47
H -0.67 -0.11 3.16
H -0.13 -1.32 2.02
C 0.24 0.14 -2.24
C 0.38 0.63 0.15
N 0.69 -0.26 -0.91
H -0.25 -0.71 -2.72
H -0.42 1.00 -2.19
H 1.10 0.37 -2.87
H 0.45 1.69 -0.09
H 1.04 0.46 1.01
H 1.69 -0.42 -0.90
```

Results
Multiplicity: 2
Expectation value of S²: 0.751
Net charge: -1
LUMO (alpha / beta) (eV): 3.58 / 4.06
HOMO level (alpha / beta) (eV): 1.39 / -4.93

***

Density functional theory data (ωB97M-V/def2-TZVPD) for a molecular structure, C8H32HfN20O20 at a distorted geometry.

Geometry as XYZ:
```
81
C8H32HfN20O20, DFT ωB97M-V/def2-TZVPD
Hf 0.15 -0.24 1.02
N -2.62 -1.10 3.10
O -1.76 -1.05 2.22
O -2.34 -0.76 4.27
O -3.66 -1.67 2.90
N 3.80 -0.13 1.60
O 4.64 -0.12 0.73
O 4.10 -0.61 2.63
O 2.57 0.17 1.45
N 0.66 1.42 4.37
O 0.47 0.60 3.40
O -0.04 2.44 4.48
O 1.34 1.08 5.29
N -0.90 -3.45 -0.06
O -1.52 -3.62 0.94
O -0.68 -4.28 -0.93
O -0.50 -2.28 -0.09
C -2.46 2.30 1.84
O -1.50 1.68 1.48
N -3.48 2.66 1.13
N -2.52 2.66 3.10
H -4.23 3.10 1.65
H -3.29 2.59 0.14
H -3.14 3.44 3.26
H -1.72 2.42 3.66
C 1.23 3.28 0.77
O 0.88 2.08 0.74
N 1.85 3.91 -0.16
N 1.15 3.98 1.89
H 2.59 3.42 -0.65
H 2.00 4.89 0.05
H 0.73 3.55 2.70
H 1.26 4.97 1.78
C -1.44 3.90 -2.09
O -1.82 3.17 -1.17
N -0.42 4.74 -2.01
N -1.92 3.83 -3.33
H 0.32 4.52 -1.35
H -0.08 5.14 -2.87
H -2.75 3.26 -3.39
H -1.54 4.45 -4.04
C -0.76 -2.64 -4.10
O -0.64 -1.73 -3.28
N -0.85 -3.89 -3.81
N -0.49 -2.57 -5.35
H -0.92 -4.14 -2.84
H -0.95 -4.61 -4.52
H -0.41 -1.60 -5.64
H -0.66 -3.37 -5.95
C 0.89 -2.70 3.34
O 0.83 -2.04 2.33
N -0.01 -3.57 3.64
N 1.75 -2.58 4.30
H -0.81 -3.90 3.13
H 0.10 -3.92 4.58
H 1.44 -3.07 5.12
H 2.46 -1.86 4.29
C 1.56 0.67 -2.14
O 1.09 0.29 -1.09
N 0.84 1.18 -3.10
N 2.84 0.81 -2.38
H -0.17 1.18 -2.97
H 1.40 1.26 -3.93
H 3.26 1.08 -3.26
H 3.55 0.33 -1.84
C 3.09 -3.03 -0.26
O 2.28 -2.21 -0.02
N 2.81 -4.26 -0.46
N 4.39 -2.92 -0.16
H 1.82 -4.40 -0.59
H 3.34 -4.91 -1.02
H 5.05 -3.69 -0.15
H 4.67 -1.96 -0.02
C -2.84 -0.13 -1.17
O -1.76 0.01 -0.57
N -3.33 0.74 -1.96
N -3.63 -1.21 -1.24
H -4.14 0.62 -2.56
H -2.84 1.61 -2.09
H -4.33 -1.19 -1.96
H -3.36 -2.05 -0.75
```

Results
LUMO (eV): -0.38
HOMO level (eV): -7.67